<1>
Molecular formula: C5H10O
Method: DFT, ωB97M-V/def2-TZVPD

Results
LUMO energy ... 0.011 hartree

```
! RIJCOSX wB97M-V def2-TZVPD def2/J DEFGRID3
* xyz 0 1
C 0.831 1.359 0.124
C 0.571 -0.088 -0.098
C 1.776 -0.966 0.140
C -0.596 -0.687 -0.278
C -1.907 0.029 -0.474
H 0.418 1.762 1.514
H 2.333 1.426 -0.044
H 0.056 2.101 -1.040
H 1.442 -1.951 0.005
H 2.655 -0.657 -0.402
H 2.150 -0.884 1.193
H -0.601 -1.756 -0.367
H -1.732 1.181 -0.658
H -2.279 -0.317 -1.514
H -2.281 -0.353 1.367
O -2.838 -0.199 0.535
*
```

<2>
Molecular formula: C5H10O
Method: DFT, ωB97M-V/def2-TZVPD

Results
LUMO energy ... 0.035 hartree
SMILES ... C[C@H]1CCC1=O.[H][H]

```
! RIJCOSX wB97M-V def2-TZVPD def2/J DEFGRID3
* xyz 0 1
C 1.290 -0.958 0.316
C 0.328 0.213 0.431
C 0.621 1.526 -0.350
C -0.824 1.538 -0.915
C -0.978 0.122 -0.363
O -1.759 -0.769 -0.565
H 0.865 -1.854 0.779
H 1.497 -1.188 -0.735
H 2.242 -0.732 0.808
H 0.098 0.425 1.484
H 0.906 2.389 0.255
H 1.373 1.376 -1.130
H -1.490 2.245 -0.409
H -0.956 1.641 -1.996
H -1.546 -3.111 1.491
H -1.639 -2.588 0.967
*
```

<3>
Molecular formula: C5H10O
Method: DFT, ωB97M-V/def2-TZVPD

Results
LUMO energy ... 0.035 hartree

```
! RIJCOSX wB97M-V def2-TZVPD def2/J DEFGRID3
* xyz 0 1
C -0.186 0.299 1.922
C -0.168 -0.299 0.516
C -0.047 0.830 -0.535
C 0.190 0.252 -1.906
C 0.939 -1.348 0.391
O -0.865 0.547 -2.641
H -1.009 1.010 2.051
H -0.288 -0.484 2.682
H 0.755 0.831 2.118
H -1.132 -0.798 0.342
H -0.935 1.479 -0.489
H 0.839 1.434 -0.287
H 0.957 -1.797 -0.606
H 0.798 -2.142 1.134
H 1.923 -0.895 0.564
H -0.726 0.150 -3.514
*
```

<2> is favored, and the nearest alternative lies 81.1 kJ/mol above it.